Here is a cluster of 3 separate species, C39H82FN4O5 in total at a distorted geometry from OMol25. Energies are from ωB97M-V/def2-TZVPD.

Each line ends with the Löwdin charge.
Positions of all 131 atoms, in Å:
C: 3.10 1.19 -1.27  -0.05
C: 2.49 1.58 -2.72  -0.22
O: 1.87 2.89 -2.56  -0.19
C: 0.85 2.99 -3.56  -0.17
C: -0.53 2.26 -3.17  -0.09
O: -0.52 1.74 -1.80  -0.08
N: -1.72 1.10 -1.55  -0.02
C: -2.54 1.73 -0.46  -0.12
C: -1.69 2.68 0.55  -0.12
C: -1.54 4.18 -0.05  -0.16
C: -0.97 5.07 1.18  -0.20
C: 0.10 6.17 0.74  -0.21
C: 1.48 5.59 0.19  -0.21
C: 2.41 4.91 1.31  -0.19
C: 3.64 4.19 0.56  -0.21
C: 5.02 5.00 0.65  -0.15
C: 5.82 5.07 -0.77  -0.22
O: 6.93 4.15 -0.83  -0.24
C: 8.21 4.84 -0.78  -0.12
C: -3.57 0.75 0.28  -0.25
C: -3.21 0.34 1.78  -0.04
O: -3.95 -0.43 -0.44  -0.10
C: -2.88 -1.20 -1.05  -0.29
C: -2.64 -2.45 -0.08  -0.05
C: -1.69 -3.61 -0.61  -0.28
C: -2.38 -5.08 -0.54  -0.04
F: -1.10 -3.42 -1.90  -0.07
C: -3.60 -1.71 -2.42  -0.24
C: -4.14 -0.45 -3.30  -0.06
C: -4.92 -2.60 -2.14  -0.18
C: -4.74 -4.12 -2.71  -0.09
C: -1.56 -0.40 -1.46  -0.12
O: -0.33 -0.85 -0.87  0.04
C: -0.12 -0.41 0.43  -0.23
N: 0.32 0.01 1.44  0.22
H: 2.44 1.75 -0.51  0.07
H: 4.16 1.59 -1.18  0.09
H: 2.99 0.08 -1.06  0.06
H: 3.34 1.63 -3.49  0.14
H: 1.75 0.76 -3.00  0.12
H: 0.62 4.10 -3.77  0.14
H: 1.19 2.57 -4.58  0.14
H: -0.64 1.37 -3.88  0.14
H: -1.37 3.04 -3.33  0.15
H: -2.26 1.25 -2.43  0.15
H: -3.20 2.52 -1.00  0.16
H: -2.19 2.82 1.56  0.13
H: -0.62 2.32 0.71  0.10
H: -0.71 4.19 -0.84  0.10
H: -2.53 4.58 -0.46  0.12
H: -1.80 5.56 1.79  0.12
H: -0.42 4.35 1.89  0.10
H: 0.36 6.77 1.69  0.12
H: -0.32 6.95 0.01  0.11
H: 2.09 6.47 -0.24  0.13
H: 1.37 4.85 -0.67  0.08
H: 1.84 4.13 1.93  0.10
H: 2.84 5.67 2.05  0.11
H: 3.83 3.14 0.95  0.11
H: 3.38 4.12 -0.56  0.08
H: 5.75 4.51 1.38  0.12
H: 4.91 6.08 0.99  0.11
H: 5.11 4.77 -1.62  0.12
H: 6.14 6.15 -1.00  0.12
H: 8.16 5.86 -0.27  0.09
H: 8.66 4.98 -1.81  0.09
H: 8.90 4.20 -0.13  0.10
H: -4.54 1.35 0.38  0.17
H: -2.14 0.50 2.11  0.06
H: -3.86 0.95 2.51  0.10
H: -3.58 -0.74 1.93  0.09
H: -2.19 -2.07 0.91  0.12
H: -3.63 -2.94 0.25  0.13
H: -0.81 -3.70 0.13  0.15
H: -1.84 -5.72 0.24  0.09
H: -3.47 -5.04 -0.21  0.07
H: -2.30 -5.63 -1.53  0.09
H: -2.88 -2.25 -3.12  0.13
H: -4.79 -0.89 -4.14  0.10
H: -3.29 0.10 -3.84  0.07
H: -4.83 0.24 -2.71  0.10
H: -5.79 -2.18 -2.77  0.11
H: -5.28 -2.57 -1.07  0.11
H: -3.61 -4.26 -2.88  0.06
H: -5.30 -4.29 -3.68  0.08
H: -5.00 -4.89 -1.90  0.07
H: -1.41 -0.69 -2.57  0.19
C: 5.70 -3.81 -5.27  -0.09
C: 4.38 -3.71 -4.52  -0.28
N: 4.47 -4.11 -3.11  -0.19
C: 3.17 -4.28 -2.48  -0.24
C: 2.28 -3.04 -2.33  -0.09
C: 5.47 -3.42 -2.31  -0.24
C: 5.37 -1.89 -2.21  -0.09
H: 6.12 -4.82 -5.20  0.08
H: 5.53 -3.59 -6.33  0.07
H: 6.43 -3.10 -4.90  0.07
H: 3.67 -4.38 -5.02  0.12
H: 3.98 -2.70 -4.62  0.09
H: 3.30 -4.73 -1.49  0.11
H: 2.61 -5.03 -3.05  0.11
H: 2.63 -2.39 -1.54  0.05
H: 1.27 -3.35 -2.06  0.05
H: 2.21 -2.47 -3.26  0.07
H: 6.46 -3.67 -2.71  0.10
H: 5.47 -3.83 -1.30  0.12
H: 5.17 -1.42 -3.18  0.07
H: 6.32 -1.49 -1.84  0.08
H: 4.60 -1.58 -1.51  0.04
C: -3.97 -2.20 8.90  -0.09
C: -4.49 -2.51 7.50  -0.27
N: -4.16 -1.48 6.52  -0.19
C: -4.88 -1.64 5.26  -0.25
C: -4.60 -2.88 4.43  -0.09
C: -2.74 -1.15 6.38  -0.25
C: -1.78 -2.27 6.02  -0.09
H: -4.32 -1.23 9.25  0.08
H: -4.33 -2.96 9.60  0.08
H: -2.88 -2.22 8.95  0.07
H: -5.58 -2.58 7.57  0.12
H: -4.12 -3.50 7.20  0.10
H: -4.72 -0.75 4.63  0.10
H: -5.95 -1.62 5.49  0.11
H: -3.64 -2.82 3.92  0.04
H: -5.36 -2.99 3.65  0.07
H: -4.62 -3.80 5.02  0.07
H: -2.41 -0.70 7.33  0.10
H: -2.63 -0.33 5.65  0.11
H: -1.96 -3.19 6.59  0.07
H: -0.75 -1.96 6.24  0.07
H: -1.81 -2.51 4.95  0.05

## Properties
net charge	+1
HOMO level	-9.7	eV

Here is a cluster of 5 separate species, C39H83BrN5O10P2 in total at a distorted geometry from OMol25. Energies are from ωB97M-V/def2-TZVPD.

Each line ends with the Löwdin charge.
Positions of all 140 atoms, in Å:
C: 0.01 3.29 -4.49  -0.06
C: -1.41 2.71 -4.47  -0.25
O: -1.92 2.52 -3.16  -0.17
C: -1.20 1.55 -2.43  -0.25
C: -2.05 1.13 -1.24  -0.16
C: -2.77 -0.19 -1.42  -0.17
C: -1.94 -1.46 -1.19  -0.22
C: -1.25 -1.47 0.17  -0.14
C: -0.10 -2.48 0.38  -0.32
C: 1.28 -1.87 0.63  -0.21
C: 1.94 -1.29 -0.63  -0.14
C: 1.07 -0.45 -1.58  -0.22
N: 0.57 -1.15 -2.77  0.00
C: 2.13 -2.95 1.40  -0.44
C: 1.90 -2.72 2.91  -0.17
C: 2.81 -3.38 3.98  -0.21
C: 3.56 -2.37 4.86  -0.20
C: 4.84 -2.96 5.45  -0.17
C: 6.02 -2.92 4.52  -0.27
O: 6.50 -1.60 4.44  -0.19
C: 7.68 -1.50 3.67  -0.12
P: 3.97 -2.77 1.15  0.80
N: 4.56 -1.46 1.76  -0.21
N: 1.80 -4.33 0.86  -0.04
P: 1.34 -5.57 1.91  0.42
O: 2.41 -6.01 2.79  -0.20
O: 0.01 -5.14 2.67  -0.09
O: 0.91 -6.68 0.83  -0.12
C: 1.19 -4.31 -0.39  -0.43
N: 1.71 -4.97 -1.37  0.16
C: 2.90 -5.81 -1.31  -0.11
C: 3.10 -6.66 -2.58  -0.10
C: 1.84 -7.04 -3.38  -0.21
O: 1.89 -6.53 -4.69  -0.17
C: 1.07 -5.41 -4.90  -0.10
N: 0.06 -3.52 -0.68  -0.32
Br: -1.43 -4.72 -0.68  0.93
H: 0.18 3.81 -3.55  0.08
H: 0.72 2.47 -4.51  0.07
H: 0.17 3.95 -5.33  0.06
H: -1.40 1.74 -4.99  0.11
H: -2.11 3.35 -4.99  0.12
H: -0.27 2.00 -2.05  0.11
H: -0.93 0.70 -3.07  0.10
H: -1.48 1.19 -0.31  0.10
H: -2.81 1.91 -1.15  0.11
H: -3.67 -0.24 -0.81  0.10
H: -3.12 -0.23 -2.46  0.12
H: -2.66 -2.28 -1.20  0.07
H: -1.27 -1.63 -2.03  0.07
H: -2.01 -1.68 0.91  0.10
H: -0.87 -0.49 0.43  0.10
H: -0.37 -3.02 1.29  0.11
H: 1.06 -1.05 1.31  0.15
H: 2.34 -2.10 -1.24  0.09
H: 2.76 -0.67 -0.28  0.10
H: 1.70 0.35 -1.95  0.12
H: 0.25 0.04 -1.06  0.07
H: 0.49 -2.15 -2.61  0.04
H: 1.21 -1.02 -3.54  0.08
H: 2.02 -1.65 3.04  0.11
H: 0.86 -2.92 3.14  0.11
H: 2.14 -3.92 4.65  0.11
H: 3.47 -4.15 3.58  0.06
H: 2.90 -2.14 5.69  0.11
H: 3.75 -1.44 4.34  0.10
H: 5.10 -2.42 6.36  0.12
H: 4.65 -4.00 5.72  0.12
H: 5.73 -3.26 3.52  0.08
H: 6.81 -3.59 4.87  0.13
H: 7.67 -2.21 2.84  0.08
H: 8.55 -1.72 4.29  0.09
H: 7.75 -0.50 3.28  0.09
H: 4.22 -2.93 -0.23  0.01
H: 4.43 -3.98 1.70  0.02
H: 5.04 -0.92 1.05  -0.01
H: -0.77 -5.63 2.41  0.08
H: 0.21 -7.26 1.16  0.10
H: 1.21 -4.87 -2.25  0.12
H: 2.90 -6.44 -0.43  0.11
H: 3.75 -5.13 -1.20  0.12
H: 3.57 -7.58 -2.26  0.12
H: 3.82 -6.18 -3.23  0.12
H: 0.92 -6.72 -2.90  0.11
H: 1.78 -8.12 -3.46  0.13
H: 1.16 -5.12 -5.94  0.10
H: 1.40 -4.54 -4.31  0.08
H: 0.02 -5.62 -4.70  0.10
C: -5.59 -0.92 3.36  -0.16
C: -4.66 0.07 4.05  -0.16
C: -3.32 -0.28 3.43  -0.19
O: -3.60 -0.74 2.10  -0.18
C: -5.00 -0.96 1.96  -0.20
H: -6.64 -0.63 3.37  0.12
H: -5.51 -1.91 3.83  0.11
H: -4.95 1.09 3.79  0.11
H: -4.66 -0.02 5.14  0.12
H: -2.82 -1.08 3.98  0.12
H: -2.64 0.58 3.37  0.12
H: -5.42 -0.17 1.33  0.12
H: -5.16 -1.92 1.45  0.12
C: 3.11 7.00 -6.82  -0.17
C: 3.86 6.09 -7.78  -0.17
C: 3.59 4.71 -7.18  -0.21
O: 2.30 4.80 -6.56  -0.16
C: 1.89 6.16 -6.48  -0.21
H: 2.86 7.97 -7.24  0.11
H: 3.71 7.17 -5.92  0.11
H: 3.42 6.15 -8.78  0.11
H: 4.92 6.31 -7.87  0.11
H: 4.33 4.46 -6.42  0.12
H: 3.57 3.92 -7.92  0.12
H: 1.09 6.33 -7.21  0.12
H: 1.49 6.36 -5.49  0.11
C: -4.42 5.84 -0.20  -0.16
C: -3.52 5.58 -1.40  -0.16
C: -2.35 4.86 -0.76  -0.20
O: -2.88 4.13 0.35  -0.15
C: -4.22 4.56 0.61  -0.20
H: -5.46 6.01 -0.46  0.11
H: -4.07 6.70 0.37  0.12
H: -4.02 4.92 -2.12  0.11
H: -3.22 6.49 -1.93  0.11
H: -1.60 5.56 -0.39  0.12
H: -1.86 4.16 -1.44  0.09
H: -4.91 3.78 0.29  0.12
H: -4.34 4.72 1.68  0.09
C: -6.39 5.90 5.66  -0.17
C: -5.17 5.07 6.07  -0.17
C: -4.59 4.70 4.71  -0.21
O: -4.90 5.78 3.83  -0.16
C: -5.86 6.65 4.45  -0.20
H: -6.74 6.57 6.45  0.11
H: -7.21 5.24 5.38  0.11
H: -4.46 5.68 6.62  0.11
H: -5.41 4.20 6.67  0.11
H: -5.05 3.78 4.32  0.11
H: -3.51 4.56 4.73  0.12
H: -5.35 7.57 4.74  0.12
H: -6.64 6.89 3.72  0.12

## Properties
relative energy (zero: lowest compared OMol25 entry of this formula, charge and spin)	17.8	kcal per mole
net charge	+1
HOMO level	-10.4	eV

Here is a cluster of 11 separate species, C39H88N11O11 in total at a distorted geometry from OMol25. Energies are from ωB97M-V/def2-TZVPD.

Each line ends with the Löwdin charge.
Positions of all 149 atoms, in Å:
C: 1.78 -0.64 2.09  -0.05
C: 0.97 -0.66 0.78  -0.50
C: -0.20 -1.61 0.87  -0.17
C: -1.39 -1.03 1.55  -0.19
C: -1.82 0.30 0.85  -0.13
C: -0.66 1.37 0.85  -0.45
N: 0.54 0.67 0.29  -0.14
O: 1.73 1.62 0.23  -0.33
C: -0.50 1.99 2.26  -0.04
C: -1.12 2.42 -0.24  -0.04
C: 1.83 -1.25 -0.41  -0.04
H: 2.25 -1.62 2.19  0.07
H: 1.30 -0.41 3.04  0.06
H: 2.63 0.05 2.12  0.07
H: 0.14 -2.41 1.53  0.09
H: -0.44 -2.11 -0.07  0.11
H: -1.36 -0.92 2.64  0.10
H: -2.16 -1.80 1.49  0.07
H: -2.61 0.79 1.43  0.08
H: -2.25 0.00 -0.11  0.10
H: -1.41 2.57 2.39  0.06
H: 0.30 2.73 2.36  0.06
H: -0.41 1.41 3.17  0.06
H: -0.33 3.16 -0.37  0.05
H: -2.07 2.92 -0.07  0.05
H: -1.31 2.03 -1.24  0.07
H: 1.20 -1.41 -1.29  0.06
H: 2.21 -2.26 -0.25  0.06
H: 2.69 -0.67 -0.75  0.06
C: -5.21 1.78 -1.02  0.01
C: -6.45 1.05 -1.50  -0.57
O: -7.23 0.67 -0.66  0.05
N: -6.64 0.86 -2.81  -0.01
C: -7.83 0.42 -3.36  -0.13
H: -5.41 2.50 -0.23  0.08
H: -4.86 2.41 -1.84  0.06
H: -4.44 1.15 -0.58  0.07
H: -6.08 1.31 -3.52  0.15
H: -8.33 -0.40 -2.85  0.09
H: -7.74 0.01 -4.37  0.09
H: -8.51 1.27 -3.34  0.09
C: -0.05 4.36 -3.33  0.02
C: 0.04 3.03 -4.15  -0.54
O: -0.11 2.97 -5.34  0.03
N: 0.32 1.87 -3.50  0.01
C: 0.28 0.57 -4.13  -0.08
H: 0.68 4.38 -2.53  0.04
H: -1.04 4.58 -2.93  0.06
H: 0.35 5.14 -3.97  0.08
H: 0.30 1.90 -2.50  0.10
H: -0.47 -0.14 -3.79  0.08
H: 1.11 0.06 -3.65  0.06
H: 0.50 0.62 -5.20  0.09
C: 3.94 -0.22 5.45  -0.01
C: 4.02 -1.10 6.60  -0.63
O: 4.19 -2.28 6.43  0.07
N: 3.81 -0.49 7.78  0.01
C: 4.01 -1.36 8.96  -0.07
H: 3.66 0.78 5.79  0.07
H: 3.08 -0.55 4.88  0.08
H: 4.79 0.06 4.83  0.10
H: 3.50 0.47 7.77  0.13
H: 4.91 -1.97 8.98  0.09
H: 3.13 -1.99 9.10  0.08
H: 4.00 -0.67 9.80  0.07
C: -3.20 1.26 5.63  0.02
C: -4.38 0.44 5.04  -0.58
O: -5.30 0.10 5.75  0.02
N: -4.43 0.23 3.72  0.03
C: -5.66 -0.33 3.05  -0.03
H: -2.57 1.45 4.77  0.05
H: -2.77 0.61 6.39  0.08
H: -3.59 2.19 6.07  0.08
H: -3.50 0.34 3.35  0.09
H: -6.52 -0.35 3.72  0.08
H: -5.61 -1.36 2.70  0.07
H: -5.92 0.27 2.18  0.07
C: 3.24 -5.43 -2.00  0.00
C: 4.74 -5.59 -1.52  -0.51
O: 5.50 -6.37 -2.06  0.03
N: 5.07 -4.93 -0.37  -0.01
C: 6.33 -4.62 0.21  -0.09
H: 3.08 -4.37 -2.17  0.07
H: 2.35 -5.90 -1.58  0.05
H: 3.12 -5.89 -2.98  0.07
H: 4.33 -4.73 0.29  0.09
H: 6.64 -3.59 0.01  0.08
H: 7.10 -5.21 -0.28  0.08
H: 6.40 -4.79 1.29  0.09
C: -3.50 5.43 -0.78  0.01
C: -4.29 5.41 -2.11  -0.54
O: -4.00 4.57 -2.95  0.01
N: -5.17 6.35 -2.47  0.00
C: -5.52 7.50 -1.69  -0.09
H: -2.70 4.70 -0.79  0.05
H: -4.05 5.49 0.16  0.08
H: -2.98 6.39 -0.74  0.08
H: -5.18 6.38 -3.48  0.15
H: -4.73 8.23 -1.89  0.08
H: -5.30 7.48 -0.62  0.08
H: -6.55 7.82 -1.82  0.09
C: 8.50 0.50 -4.84  -0.02
C: 7.01 0.45 -4.68  -0.58
O: 6.38 0.60 -5.72  0.02
N: 6.46 0.20 -3.49  0.01
C: 5.05 0.37 -3.23  -0.05
H: 8.94 1.26 -5.48  0.08
H: 8.74 -0.40 -5.41  0.08
H: 9.01 0.48 -3.87  0.07
H: 7.21 0.01 -2.83  0.13
H: 4.73 0.19 -2.20  0.08
H: 4.44 -0.24 -3.90  0.09
H: 4.91 1.42 -3.48  0.07
C: -5.76 -3.09 -3.59  0.00
C: -4.72 -3.54 -2.58  -0.57
O: -4.23 -4.65 -2.76  0.04
N: -4.53 -2.83 -1.50  0.01
C: -3.66 -3.16 -0.45  -0.07
H: -5.29 -2.50 -4.38  0.08
H: -6.48 -2.31 -3.35  0.05
H: -6.28 -3.92 -4.07  0.08
H: -4.94 -1.90 -1.55  0.14
H: -2.79 -3.63 -0.93  0.09
H: -3.97 -3.87 0.32  0.10
H: -3.23 -2.23 -0.08  0.06
C: 0.52 -5.10 2.40  0.00
C: 1.68 -5.89 1.71  -0.50
O: 2.82 -5.38 1.62  -0.01
N: 1.30 -7.13 1.34  0.01
C: 2.24 -8.01 0.54  -0.03
H: 0.11 -5.86 3.07  0.07
H: -0.12 -4.73 1.60  0.07
H: 0.94 -4.25 2.94  0.08
H: 0.30 -7.30 1.37  0.13
H: 1.81 -7.94 -0.46  0.07
H: 2.13 -9.07 0.78  0.07
H: 3.28 -7.73 0.71  0.09
C: 4.49 3.68 -1.65  -0.01
C: 3.71 4.82 -0.97  -0.54
O: 4.14 5.95 -0.79  0.01
N: 2.52 4.38 -0.54  0.00
C: 1.65 5.19 0.22  -0.10
H: 4.44 3.63 -2.74  0.07
H: 4.26 2.67 -1.30  0.06
H: 5.53 3.78 -1.33  0.08
H: 2.36 3.40 -0.41  0.07
H: 2.21 5.90 0.82  0.08
H: 1.02 4.58 0.88  0.07
H: 0.98 5.76 -0.43  0.07

## Properties
relative energy (zero: lowest compared OMol25 entry of this formula, charge and spin)	0.0	kcal per mole
net charge	-1
HOMO level	-3.6	eV

What HOMO-LUMO gap values result from the calculations? In sequence: 0.258 0.216 0.199 Ha.